No. 1
C23H40GaIO30PS7 | ωB97M-V/def2-TZVPD

```
103
Properties=species:S:1:pos:R:3:lowdin_charge:R:1
C 0.554 3.182 3.635 -0.2544
Ga 1.505 1.398 3.870 0.1610
C 0.308 -0.274 3.945 -0.2276
C -0.724 -0.335 2.892 -0.4232
O -0.559 -1.087 1.920 -0.0202
C -2.010 0.461 2.938 -0.1499
C -2.880 0.360 1.874 -0.0267
C -4.032 1.100 1.876 -0.0979
C -4.347 1.940 2.913 -0.0987
C -3.499 2.009 3.988 -0.0777
C -2.341 1.270 3.988 -0.0658
P 3.176 1.260 2.217 0.2611
O 3.755 -0.321 2.117 -0.5277
I 2.017 1.694 0.049 0.3061
H 1.166 3.933 4.157 -0.0226
H 0.566 3.485 2.582 -0.0365
H -0.441 3.242 4.080 -0.0311
H 2.271 1.478 5.300 -0.0715
H -0.118 -0.346 4.953 0.0494
H 0.942 -1.141 3.808 0.0257
H -2.640 -0.299 1.049 0.1015
H -4.703 1.019 1.025 0.0996
H -5.257 2.528 2.855 0.1008
H -3.711 2.663 4.828 0.1074
H -1.669 1.349 4.835 0.1103
H 3.007 -0.895 1.900 0.0068
C 0.686 0.173 -3.664 -0.1538
C -0.229 0.106 -4.866 -0.1642
O -1.350 0.932 -4.510 -0.1898
S -0.853 2.128 -3.565 0.5813
O -0.661 3.288 -4.368 -0.2343
O -1.663 2.144 -2.403 -0.2205
O 0.582 1.530 -3.203 -0.2401
H 0.341 -0.483 -2.861 0.1316
H 1.715 -0.070 -3.911 0.1089
H -0.554 -0.907 -5.087 0.1243
H 0.244 0.538 -5.749 0.1312
C -1.897 -2.930 -0.603 -0.1543
C -3.287 -2.971 -1.197 -0.1558
O -3.094 -3.471 -2.531 -0.1897
S -1.862 -4.496 -2.540 0.5964
O -2.368 -5.820 -2.463 -0.2244
O -0.960 -4.101 -3.563 -0.2340
O -1.248 -4.109 -1.117 -0.1809
H -1.343 -2.055 -0.947 0.1331
H -1.905 -2.941 0.483 0.1277
H -3.760 -1.994 -1.219 0.1360
H -3.929 -3.674 -0.661 0.1336
C -1.026 -4.128 6.517 -0.1651
C -1.789 -4.084 5.211 -0.1478
O -3.016 -3.410 5.535 -0.1859
S -2.743 -2.328 6.687 0.6030
O -2.576 -1.054 6.094 -0.2044
O -3.672 -2.552 7.736 -0.2253
O -1.303 -2.866 7.141 -0.1940
H -1.400 -4.918 7.174 0.1370
H 0.048 -4.259 6.373 0.0863
H -1.994 -5.075 4.813 0.1340
H -1.260 -3.492 4.460 0.1361
C 2.599 -1.658 8.837 -0.1590
C 3.795 -1.421 7.941 -0.1574
O 3.711 -2.458 6.954 -0.1768
S 2.171 -2.794 6.666 0.6077
O 1.762 -2.094 5.509 -0.2016
O 1.998 -4.199 6.806 -0.2340
O 1.553 -2.061 7.949 -0.1811
H 2.783 -2.472 9.542 0.1315
H 2.306 -0.765 9.384 0.1376
H 4.738 -1.482 8.478 0.1337
H 3.727 -0.458 7.430 0.1329
C 5.244 3.124 -2.334 -0.1714
C 6.365 3.203 -3.348 -0.1690
O 6.123 2.108 -4.239 -0.1911
S 4.537 1.863 -4.359 0.5895
O 4.066 2.506 -5.532 -0.2162
O 4.280 0.494 -4.097 -0.2194
O 4.097 2.735 -3.094 -0.2139
H 5.435 2.354 -1.584 0.1318
H 5.063 4.073 -1.837 0.1376
H 7.348 3.114 -2.893 0.1328
H 6.315 4.129 -3.927 0.1310
C 2.304 -4.468 -6.448 -0.1561
C 0.799 -4.328 -6.544 -0.1629
O 0.564 -2.922 -6.417 -0.1977
S 1.790 -2.112 -7.066 0.6055
O 1.434 -1.732 -8.384 -0.2106
O 2.259 -1.182 -6.107 -0.2073
O 2.825 -3.334 -7.155 -0.1829
H 2.644 -4.411 -5.412 0.1371
H 2.665 -5.390 -6.896 0.1337
H 0.276 -4.874 -5.762 0.1213
H 0.430 -4.649 -7.521 0.1337
C -3.895 5.189 -5.722 -0.1592
C -2.860 5.895 -4.879 -0.1567
O -2.737 7.199 -5.471 -0.1860
S -4.152 7.643 -6.074 0.5972
O -4.811 8.481 -5.138 -0.2250
O -3.962 8.033 -7.424 -0.2256
O -4.861 6.203 -6.039 -0.1931
H -3.464 4.822 -6.656 0.1351
H -4.368 4.365 -5.195 0.1365
H -1.902 5.381 -4.878 0.1150
H -3.204 6.022 -3.851 0.1388
```

Summary:
- Kohn-Sham gap (eV) = 6.2600
- net charge = -1
- LUMO (eV) = 1.77

***

No. 2
C8H11ClN2Si | ωB97M-V/def2-TZVPD

```
23
Properties=species:S:1:pos:R:3:nbo_charge:R:1
H 3.415 -0.093 -1.871 0.4149
N 3.625 0.300 -0.949 -1.3965
Si 2.608 0.262 0.356 1.9898
N 3.340 0.943 1.866 -1.2603
C 0.804 -0.040 0.537 -0.7510
C -0.047 0.604 -0.274 -0.0865
C -1.485 0.235 -0.291 -0.1332
C -2.443 0.908 0.431 -0.1716
C -3.748 0.491 0.462 -0.2176
C -4.006 -0.739 -0.151 -0.2021
C -3.105 -1.471 -0.857 -0.2138
C -1.799 -0.914 -0.933 -0.1771
H 2.649 1.378 2.469 0.4109
H 4.305 0.984 1.941 0.4183
H 0.431 -0.859 1.159 0.2501
H 0.455 1.415 -0.870 0.2180
H -2.110 1.860 1.019 0.2164
H -4.467 1.206 0.720 0.2258
H -5.050 -1.104 -0.298 0.2175
H -3.122 -2.488 -1.229 0.2307
H -1.133 -1.295 -1.791 0.2193
Cl 6.088 -1.167 -0.659 -0.5537
H 4.796 -0.416 -0.787 0.3513
```

Summary:
- Kohn-Sham gap (eV) = 8.9397
- SMILES = [H]/N=[Si](N)\C=C\c1ccccc1.Cl
- net charge = 0
- LUMO (eV) = -0.34

***

No. 3
C5H10NO | ωB97M-V/def2-TZVPD

```
17
Properties=species:S:1:pos:R:3:nbo_charge:R:1
C -0.717 -0.646 0.969 -0.3048
C 0.813 -0.729 1.109 -0.5344
C 1.574 0.423 0.832 -0.1988
C 2.905 0.535 0.436 -0.7298
N -1.273 -0.789 -0.392 -0.5105
C -2.393 0.040 -0.637 0.3883
O -2.969 0.877 0.087 -0.6320
H -1.220 -1.354 1.621 0.1839
H -0.762 0.371 1.328 0.2019
H 1.219 -1.728 1.165 0.1626
H 1.035 1.373 0.883 0.1552
H -0.586 0.552 -2.478 -0.0169
H 3.582 -0.304 0.267 0.1612
H 3.374 1.493 0.215 0.1580
H -0.743 -0.076 -2.886 0.0203
H -2.715 -0.275 -1.622 0.1141
H -1.124 0.237 -0.896 0.3818
```

Summary:
- Kohn-Sham gap (eV) = 5.0074
- net charge = -1
- LUMO (eV) = 3.82

***

No. 4
C23H49N2OP3PdS | ωB97M-V/def2-TZVPD

```
80
Properties=species:S:1:pos:R:3:lowdin_charge:R:1
Pd -0.559 1.550 -0.782 0.3331
P 1.124 2.716 0.381 0.7375
P -1.812 1.467 1.157 0.7173
P -1.703 3.145 -1.969 0.7150
H -0.603 -2.292 -6.878 0.0755
C -0.220 -1.274 -7.105 0.0257
C 0.900 -0.724 -6.566 0.0369
H 1.488 -1.223 -5.811 0.0414
C 2.354 1.546 1.010 -0.2639
C 0.974 3.784 1.849 -0.2243
C 2.150 3.797 -0.660 -0.2288
C -3.223 0.331 1.004 -0.2392
C -0.950 0.745 2.618 -0.2485
C -2.595 2.902 2.006 -0.2071
C -1.032 3.068 -3.673 -0.2358
C -1.773 4.955 -1.598 -0.2071
C -3.482 2.756 -2.162 -0.2360
H -0.716 -0.852 -8.003 0.0992
H 1.394 0.138 -7.040 0.0924
H 2.910 1.136 0.166 0.0216
H 1.913 0.694 1.538 0.0094
H 3.045 2.082 1.668 0.0793
H 0.719 3.251 2.765 0.0430
H 0.240 4.575 1.700 0.0575
H 1.964 4.231 1.990 0.0765
H 2.502 3.274 -1.553 0.0606
H 3.002 4.123 -0.049 0.0778
H 1.575 4.668 -0.983 0.0498
H -3.766 0.342 1.961 0.0733
H -2.856 -0.678 0.774 0.0489
H -3.886 0.684 0.206 0.0474
H -1.750 0.349 3.274 0.0740
H -0.440 1.546 3.173 0.0415
H -0.208 -0.033 2.350 0.0168
H -3.262 2.508 2.789 0.0797
H -3.203 3.505 1.325 0.0485
H -1.856 3.545 2.496 0.0474
H -1.694 3.637 -4.342 0.0774
H -1.020 2.010 -3.985 0.0405
H -0.020 3.516 -3.693 0.0621
H -2.457 5.423 -2.328 0.0810
H -0.775 5.407 -1.727 0.0539
H -2.169 5.133 -0.581 0.0562
H -3.897 3.479 -2.880 0.0759
H -4.007 2.886 -1.200 0.0527
H -3.599 1.743 -2.582 0.0543
C 0.709 -1.846 -2.079 -0.5600
C -0.649 -1.577 -1.864 -0.0992
C -1.537 -1.633 -2.961 -0.0093
C -1.087 -2.074 -4.209 0.0070
C 0.182 -2.649 -4.307 -0.0351
C 1.085 -2.490 -3.260 -0.0528
S 1.937 -1.326 -0.912 0.9530
H 2.419 -2.574 -0.929 -0.0771
H -0.972 -1.271 -0.851 0.0884
H -2.575 -1.316 -2.845 0.1284
H -1.713 -1.914 -5.102 0.1246
H 0.502 -3.105 -5.226 0.1243
H 2.131 -2.737 -3.336 0.1278
C 1.357 -4.021 1.145 -0.0040
N 1.526 -3.893 2.560 0.0094
C 1.443 -5.114 3.338 -0.1047
C 2.015 -4.856 4.711 -0.1164
C 1.465 -3.602 5.341 -0.1017
N 1.583 -2.490 4.439 0.0384
C 1.278 -1.202 4.996 0.0312
C 1.482 -2.617 3.074 -0.3996
O 1.374 -1.611 2.342 -0.0010
H 2.185 -3.546 0.619 0.0646
H 0.458 -3.504 0.799 0.1090
H 1.331 -5.092 0.909 0.1255
H 0.400 -5.471 3.422 0.1673
H 2.016 -5.892 2.806 0.1589
H 3.092 -4.696 4.587 0.1447
H 1.825 -5.724 5.351 0.1534
H 2.023 -3.388 6.264 0.1648
H 0.398 -3.710 5.596 0.1755
H 0.197 -1.009 4.987 0.1306
H 1.573 -1.226 6.046 0.1215
H 1.828 -0.390 4.503 0.1221
```

Summary:
- Kohn-Sham gap (alpha / beta) (eV) = 7.6651 / 3.8514
- net charge = +4
- <S²> = 6.05
- LUMO (alpha / beta) (eV) = -10.97 / -14.80
- multiplicity = 5